ORCA calculation (ωB97M-V with the def2-TZVPD basis set) on a structure of composition CuH14O7.

Structure (XYZ):
```
22
CuH14O7 (ωB97M-V with the def2-TZVPD basis set)
Cu -13.45323 17.02485 29.94392
O -12.19844 18.93536 29.82916
H -12.42961 19.84818 30.00106
H -11.24941 18.94743 29.70495
O -14.67363 15.34312 28.54436
H -14.83527 15.66160 27.65628
H -15.19939 14.54618 28.61292
O -15.04847 18.35101 29.19583
H -15.45523 19.18807 29.41966
H -15.33364 18.17792 28.29864
O -14.25474 15.22704 31.23454
H -13.99219 15.03430 32.13463
H -14.02795 14.43700 30.74400
O -11.66342 15.67867 30.06068
H -10.74157 15.83909 29.85896
H -11.78380 14.74201 29.90446
O -13.34189 17.55098 32.09808
H -12.65203 18.13350 32.41587
H -13.96924 17.50595 32.81964
O -12.68506 17.04684 27.85629
H -12.41277 17.84358 27.40100
H -12.82543 16.40743 27.15795
```

**E_HOMO (alpha / beta)**: -19.605 / -19.580 eV
**Frontier orbital gap (alpha / beta)**: 12.6080 / 8.9083 eV
**E**: -59183.3751 eV
**Multiplicity**: 2
**Total charge**: +2
**Energy relative to the best compared isomer or geometry (same formula, charge and spin)**: 9.3 kcal per mole
**Maximum force**: 1.2 eV/A